Record 1
Formula: C3H6N2O6
Source: the OMol25 dataset
Level of theory: ωB97M-V/def2-TZVPD

Each atom is followed by the atoms it is bonded to, with distances in Å.
Positions of all 17 atoms, in Å:
1 C -0.687 -1.457 -0.501  C2 1.313, H7 1.158, H8 1.080
2 C -1.419 -0.387 -0.705  C1 1.313, O3 1.343, N4 1.426
3 O -1.461 0.299 -1.859  C2 1.343, H9 0.962
4 N -2.213 0.227 0.309  C2 1.426, O5 1.219, O6 1.238
5 O -2.030 -0.166 1.449  N4 1.219
6 O -2.973 1.110 -0.108  N4 1.238
7 H -0.062 -1.803 -1.412  C1 1.158
8 H -0.721 -1.828 0.513  C1 1.080
9 H -2.366 0.605 -1.976  O3 0.962
10 O 2.510 0.675 -0.674  N11 1.250
11 N 2.084 0.184 0.393  O10 1.250, O12 1.388, C13 1.297
12 O 2.825 -0.753 1.099  N11 1.388, H15 0.944
13 C 0.955 0.576 0.898  N11 1.297, O14 1.326, H16 1.041
14 O 0.245 1.484 0.241  C13 1.326, H17 0.919
15 H 3.752 -0.661 0.946  O12 0.944
16 H 0.754 0.121 1.812  C13 1.041
17 H 0.809 1.773 -0.425  O14 0.919

Computed properties:
SMILES string	C=C(O)[N+](=O)[O-].[O-]/[N+](O)=C\O
multiplicity	1
LUMO	-0.8	eV
E_HOMO	-8.795	eV
frontier orbital gap	0.293	Eh
DFT total energy	-18465.7572	eV
molar mass	166.089	g mol⁻¹

What are the Löwdin partial charges on each atom? They are as follows, in elementary charge units: atom 1 (C): 0.13, atom 2 (C): -0.42, atom 3 (O): 0.08, atom 4 (N): -0.33, atom 5 (O): 0.09, atom 6 (O): 0.09, atom 7 (H): 0.14, atom 8 (H): 0.08, atom 9 (H): 0.11, atom 10 (O): -0.04, atom 11 (N): -0.32, atom 12 (O): 0.09, atom 13 (C): -0.16, atom 14 (O): 0.12, atom 15 (H): 0.11, atom 16 (H): 0.14, atom 17 (H): 0.08


Record 2
Formula: C17H33N6O6S2
Source: the OMol25 dataset
Level of theory: ωB97M-V/def2-TZVPD

Each atom is followed by the atoms it is bonded to, with distances in Å.
Positions of all 64 atoms, in Å:
1 N -0.410 -0.259 0.922  O2 1.231, O3 1.183, O4 1.258
2 O 0.585 -0.819 1.384  N1 1.231
3 O -1.301 -0.907 0.492  N1 1.183
4 O -0.484 0.996 0.960  N1 1.258
5 C 1.396 1.112 3.777  C6 1.473, H8 1.090, H9 1.090, H10 1.090
6 C 2.822 0.905 4.086  C5 1.473, N7 1.193
7 N 3.955 0.719 4.408  C6 1.193
8 H 1.356 1.389 2.723  C5 1.090
9 H 0.971 1.836 4.472  C5 1.090
10 H 0.812 0.207 3.940  C5 1.090
11 C -3.955 1.091 -0.147  C12 1.507, H14 1.090, H15 1.090, H16 1.090
12 C -3.971 0.835 1.337  C11 1.507, N13 1.183
13 N -3.986 0.603 2.498  C12 1.183
14 H -4.661 1.899 -0.339  C11 1.090
15 H -4.244 0.274 -0.808  C11 1.090
16 H -2.946 1.432 -0.379  C11 1.090
17 C -1.740 -1.989 3.571  C18 1.464, H20 1.090, H21 1.090, H22 1.090
18 C -1.299 -1.136 4.675  C17 1.464, N19 1.129
19 N -0.912 -0.475 5.504  C18 1.129
20 H -2.144 -2.932 3.939  C17 1.090
21 H -0.800 -2.261 3.090  C17 1.090
22 H -2.341 -1.414 2.866  C17 1.090
23 C -1.561 3.625 2.472  C24 1.480, H26 1.090, H27 1.090, H28 1.090
24 C -0.166 3.945 2.849  C23 1.480, N25 1.144
25 N 0.885 4.254 3.181  C24 1.144
26 H -1.692 3.635 1.390  C23 1.090
27 H -2.236 4.386 2.863  C23 1.090
28 H -1.706 2.587 2.772  C23 1.090
29 C 3.337 2.053 0.751  C30 1.482, H32 1.090, H33 1.090, H34 1.090
30 C 4.260 1.925 -0.402  C29 1.482, N31 1.168
31 N 4.931 1.819 -1.352  C30 1.168
32 H 3.479 3.026 1.222  C29 1.090
33 H 3.760 1.306 1.423  C29 1.090
34 H 2.331 1.839 0.392  C29 1.090
35 C 2.575 -3.232 -0.658  S36 1.831, H39 1.090, H40 1.090, H41 1.090
36 S 3.817 -1.898 -0.836  C35 1.831, O37 1.543, C38 1.805
37 O 5.056 -2.611 -1.417  S36 1.543
38 C 3.078 -1.024 -2.232  S36 1.805, H42 1.090, H43 1.090, H44 1.090
39 H 1.588 -2.897 -0.341  C35 1.090
40 H 2.966 -3.951 0.062  C35 1.090
41 H 2.402 -3.761 -1.596  C35 1.090
42 H 2.209 -0.460 -1.894  C38 1.090
43 H 2.864 -1.669 -3.084  C38 1.090
44 H 3.883 -0.386 -2.597  C38 1.090
45 C -3.212 -2.641 -3.452  S46 1.890, H49 1.090, H50 1.090, H51 1.090
46 S -2.552 -3.911 -2.218  C45 1.890, O47 1.536, C48 1.865
47 O -2.305 -5.125 -3.126  S46 1.536
48 C -0.864 -3.137 -2.037  S46 1.865, H52 1.090, H53 1.090, H54 1.090
49 H -2.557 -2.614 -4.323  C45 1.090
50 H -3.131 -1.648 -3.010  C45 1.090
51 H -4.264 -2.826 -3.669  C45 1.090
52 H -0.238 -3.224 -2.925  C48 1.090
53 H -0.396 -3.790 -1.301  C48 1.090
54 H -0.761 -2.150 -1.586  C48 1.090
55 C 0.686 2.340 -2.099  C56 1.537, H59 1.090, H60 1.090, H61 1.090
56 C 0.106 1.278 -3.048  C55 1.537, O57 1.246, C58 1.548
57 O 0.852 0.422 -3.561  C56 1.246
58 C -1.396 1.403 -3.402  C56 1.548, H62 1.090, H63 1.090, H64 1.090
59 H 0.950 3.227 -2.674  C55 1.090
60 H 1.579 1.867 -1.690  C55 1.090
61 H -0.074 2.557 -1.348  C55 1.090
62 H -1.713 0.560 -4.016  C58 1.090
63 H -1.472 2.343 -3.949  C58 1.090
64 H -2.001 1.458 -2.498  C58 1.090

Computed properties:
expectation value of S²	0.757
multiplicity	2
LUMO (alpha / beta)	-0.9 / -5.7	eV
E_HOMO (alpha / beta)	-9.113 / -9.112	eV
frontier orbital gap (alpha / beta)	0.300 / 0.124	Eh
DFT total energy	-61049.6712	eV
molar mass	481.621	g mol⁻¹

What are the Löwdin partial charges on each atom? They are as follows, in elementary charge units: atom 1 (N): -0.65, atom 2 (O): -0.06, atom 3 (O): -0.01, atom 4 (O): -0.07, atom 5 (C): -0.10, atom 6 (C): -0.26, atom 7 (N): 0.09, atom 8 (H): 0.03, atom 9 (H): 0.07, atom 10 (H): 0.04, atom 11 (C): -0.07, atom 12 (C): -0.23, atom 13 (N): 0.13, atom 14 (H): 0.08, atom 15 (H): 0.08, atom 16 (H): 0.04, atom 17 (C): -0.06, atom 18 (C): -0.29, atom 19 (N): 0.14, atom 20 (H): 0.08, atom 21 (H): 0.07, atom 22 (H): 0.05, atom 23 (C): -0.06, atom 24 (C): -0.28, atom 25 (N): 0.13, atom 26 (H): 0.07, atom 27 (H): 0.08, atom 28 (H): 0.06, atom 29 (C): -0.05, atom 30 (C): -0.27, atom 31 (N): 0.12, atom 32 (H): 0.10, atom 33 (H): 0.07, atom 34 (H): 0.06, atom 35 (C): -0.18, atom 36 (S): 1.09, atom 37 (O): -0.26, atom 38 (C): -0.21, atom 39 (H): 0.05, atom 40 (H): 0.07, atom 41 (H): 0.08, atom 42 (H): 0.05, atom 43 (H): 0.09, atom 44 (H): 0.06, atom 45 (C): -0.24, atom 46 (S): 0.87, atom 47 (O): -0.59, atom 48 (C): -0.27, atom 49 (H): 0.05, atom 50 (H): 0.02, atom 51 (H): 0.04, atom 52 (H): 0.05, atom 53 (H): 0.02, atom 54 (H): 0.03, atom 55 (C): 0.00, atom 56 (C): -0.41, atom 57 (O): 0.01, atom 58 (C): 0.00, atom 59 (H): 0.10, atom 60 (H): 0.05, atom 61 (H): 0.07, atom 62 (H): 0.07, atom 63 (H): 0.09, atom 64 (H): 0.06


Record 3
Formula: C3H5O3P
Source: the OMol25 dataset
Level of theory: ωB97M-V/def2-TZVPD

Each atom is followed by the atoms it is bonded to, with distances in Å.
Positions of all 12 atoms, in Å:
1 C -1.208 -0.530 0.233  C2 1.367, C3 1.656, O4 1.201
2 C 0.148 -0.535 0.406  C1 1.367, C3 1.399, P7 1.891
3 C -0.213 0.791 0.141  C1 1.656, C2 1.399, O5 1.340, O6 1.353
4 O -2.318 -0.953 0.056  C1 1.201
5 O -0.395 1.739 1.070  C3 1.340, H9 1.000
6 O 0.315 1.305 -0.993  C3 1.353, H10 0.963
7 P 1.214 -1.428 -0.875  C2 1.891, H11 1.515, H12 1.399
8 H 1.075 -0.909 2.149  no bonds
9 H 0.387 1.580 1.673  O5 1.000
10 H 0.030 2.219 -1.094  O6 0.963
11 H 0.472 -0.656 -1.947  P7 1.515
12 H 0.492 -2.624 -0.819  P7 1.399

Computed properties:
multiplicity	1
LUMO (alpha / beta)	-1.3 / -0.9	eV
E_HOMO (alpha / beta)	-8.616 / -8.206	eV
frontier orbital gap (alpha / beta)	0.270 / 0.268	Eh
DFT total energy	-18616.4631	eV
molar mass	120.044	g mol⁻¹

What are the Löwdin partial charges on each atom? They are as follows, in elementary charge units: atom 1 (C): -0.29, atom 2 (C): -0.47, atom 3 (C): -0.65, atom 4 (O): 0.15, atom 5 (O): 0.08, atom 6 (O): 0.02, atom 7 (P): 0.87, atom 8 (H): 0.16, atom 9 (H): 0.14, atom 10 (H): 0.13, atom 11 (H): -0.02, atom 12 (H): -0.11


Record 4
Formula: C7H13Br2N2S
Source: the OMol25 dataset
Level of theory: ωB97M-V/def2-TZVPD

Each atom is followed by the atoms it is bonded to, with distances in Å.
Positions of all 25 atoms, in Å:
1 C 1.753 -0.511 2.056  N8 1.328, N9 1.334, S10 1.730
2 C 0.880 -2.060 0.347  C3 1.500, S10 1.828, Br11 2.107, H13 1.050
3 C 0.918 -0.634 -0.115  C2 1.500, N8 1.382, Br12 2.026
4 C -2.142 0.446 -0.042  C7 1.484, H14 1.161, H15 1.187, H16 1.120
5 C -1.396 -0.314 -2.237  C7 1.408, H17 1.097, H18 1.056, H19 1.178
6 C -0.479 1.912 -1.159  C7 1.510, H20 1.051, H21 1.109, H22 1.152
7 C -1.184 0.577 -1.168  C4 1.484, C5 1.408, C6 1.510
8 N 1.405 0.117 0.939  C1 1.328, C3 1.382, H23 1.027
9 N 2.308 0.103 3.103  C1 1.334, H24 1.085, H25 1.026
10 S 1.786 -2.235 1.925  C1 1.730, C2 1.828
11 Br -1.142 -2.603 0.584  C2 2.107
12 Br 2.243 -0.551 -1.644  C3 2.026
13 H 1.059 -2.671 -0.487  C2 1.050
14 H -2.445 1.457 0.443  C4 1.161
15 H -1.498 0.015 0.856  C4 1.187
16 H -3.040 -0.213 -0.160  C4 1.120
17 H -0.729 -0.141 -3.090  C5 1.097
18 H -1.520 -1.317 -1.929  C5 1.056
19 H -2.442 0.018 -2.664  C5 1.178
20 H -0.933 2.670 -1.728  C6 1.051
21 H 0.546 1.655 -1.493  C6 1.109
22 H -0.484 2.336 -0.088  C6 1.152
23 H 1.269 1.117 0.748  N8 1.027
24 H 2.269 1.171 3.289  N9 1.085
25 H 2.999 -0.346 3.714  N9 1.026

Computed properties:
total charge	+1
multiplicity	1
LUMO	-4.2	eV
E_HOMO	-11.400	eV
frontier orbital gap	0.263	Eh
DFT total energy	-161360.5343	eV
molar mass	317.070	g mol⁻¹

What are the Löwdin partial charges on each atom? They are as follows, in elementary charge units: atom 1 (C): -0.62, atom 2 (C): -0.85, atom 3 (C): -0.77, atom 4 (C): -0.12, atom 5 (C): -0.07, atom 6 (C): -0.04, atom 7 (C): -0.34, atom 8 (N): -0.02, atom 9 (N): 0.12, atom 10 (S): 1.05, atom 11 (Br): 0.62, atom 12 (Br): 0.67, atom 13 (H): 0.01, atom 14 (H): 0.12, atom 15 (H): 0.08, atom 16 (H): 0.10, atom 17 (H): 0.10, atom 18 (H): 0.05, atom 19 (H): 0.18, atom 20 (H): 0.09, atom 21 (H): 0.05, atom 22 (H): 0.11, atom 23 (H): 0.16, atom 24 (H): 0.18, atom 25 (H): 0.13